Molecular formula: C10H18Br4Cl10
Method: DFT, ωB97M-V with the def2-TZVPD basis set

Geometry as XYZ:
```
42
Properties=species:S:1:pos:R:3
Br -1.546 -6.826 1.468
Br 2.453 0.160 2.726
Br 1.491 -4.289 3.444
Br -4.244 -3.347 0.447
Cl -1.123 -0.276 2.306
Cl -2.378 2.026 3.209
Cl -2.831 2.553 -7.177
Cl 1.279 -1.145 -1.353
Cl -0.984 2.436 -0.921
Cl 4.139 6.085 -1.124
Cl -1.763 -0.017 5.161
Cl -1.559 3.587 -4.752
Cl 3.290 3.050 -0.695
Cl -1.927 0.739 -5.060
C 0.567 0.399 -0.699
C -3.055 -5.734 1.093
C -1.261 0.770 3.685
C -0.851 0.632 -1.231
C 1.675 -2.382 3.725
C 3.637 4.972 -2.526
C 2.637 -1.779 2.646
C -2.572 2.381 -5.485
C 2.566 4.055 -1.985
C -2.643 -4.274 1.115
H -1.837 -3.911 0.555
H -2.400 -3.681 2.044
H 4.524 4.358 -2.746
H -3.467 -5.972 0.111
H 1.742 4.594 -1.527
H 3.291 5.641 -3.323
H -0.270 1.278 3.814
H 0.679 -1.888 3.636
H 2.155 -2.162 4.663
H -3.812 -5.862 1.874
H -3.484 2.447 -4.979
H 1.295 1.133 -1.156
H 2.494 -2.144 1.644
H -1.616 0.089 -0.792
H -0.877 0.580 -2.322
H 2.290 3.366 -2.750
H 0.529 0.304 0.395
H 3.767 -1.945 2.843
```

## Properties
LUMO level ... 0.014 Eh
SMILES ... ClC(Cl)Cl.ClC(Cl)Cl.BrCCBr.BrCCBr.ClCCCl.ClCCCl
Energy relative to the best compared isomer or geometry (same formula, charge and spin) ... 18.9 kcal per mole
Frontier orbital gap ... 0.393 Ha


Molecular formula: C10H18F6N4O4PS
Method: DFT, ωB97M-V with the def2-TZVPD basis set

Geometry as XYZ:
```
44
Properties=species:S:1:pos:R:3
S 0.082 0.471 -1.635
P -0.798 -0.702 -0.151
F -5.750 -0.959 1.269
F 0.322 -3.566 2.178
F -4.456 0.340 2.314
F 1.101 -4.455 0.367
F -4.985 0.717 0.243
F -0.429 -5.406 1.472
O -3.983 -2.094 -0.114
O 3.392 0.393 -1.870
O 2.170 2.644 2.303
O -1.751 -4.519 -0.425
N 2.913 4.534 1.302
N 5.012 1.623 -2.886
N 0.766 4.418 2.128
N 2.815 1.716 -3.596
C -4.698 -0.206 1.137
C -0.551 -2.441 -0.658
C 3.733 1.198 -2.734
C -2.529 -0.140 -0.108
C 1.963 3.790 1.934
C 0.049 -0.360 1.310
C -1.087 -3.515 0.319
C 0.026 -4.236 1.084
C 0.662 0.005 2.296
C -3.472 -1.039 0.689
H 5.300 2.279 -3.586
H -3.028 -1.460 1.592
H -1.812 -3.153 1.052
H 1.896 1.371 -3.445
H -2.516 0.838 0.380
H 1.476 0.264 2.930
H -3.590 -1.991 -0.984
H 0.046 3.900 2.596
H 0.577 5.358 1.837
H 2.769 5.476 0.994
H 3.004 2.382 -4.321
H 3.806 4.102 1.148
H -2.290 -4.104 -1.100
H 1.436 0.312 -1.420
H -2.854 0.040 -1.134
H 0.529 -2.548 -0.786
H 5.698 1.248 -2.256
H -0.965 -2.524 -1.662
```

## Properties
LUMO level ... -0.130 Eh
Charge ... +1
Frontier orbital gap ... 0.334 Ha


Molecular formula: C10H18FLaNO4
Method: DFT, ωB97M-V with the def2-TZVPD basis set

Geometry as XYZ:
```
35
Properties=species:S:1:pos:R:3
La -0.999 1.370 3.643
F 0.905 -2.817 0.833
O -0.779 -3.630 -1.003
O 1.941 -0.613 -2.471
O -2.042 -1.754 -0.682
O 1.331 0.402 -0.632
N -0.093 -1.954 0.412
C -1.000 -2.593 -0.550
C -1.868 0.720 -1.248
C -0.744 -1.455 1.562
C -2.386 1.119 0.149
C 2.152 0.316 -1.807
C 1.712 0.992 0.556
C -2.069 -0.725 -1.725
C 1.457 0.031 1.737
C 3.061 1.454 -2.057
C 0.006 -0.161 2.076
H -1.736 1.914 0.564
H 1.096 1.904 0.718
H 4.030 1.046 -2.351
H -1.760 -1.221 1.281
H -0.551 0.782 1.793
H 1.969 0.520 2.583
H -3.037 -0.849 -2.207
H -1.310 -0.992 -2.458
H -0.024 -0.240 3.197
H 3.181 2.161 -1.244
H -3.389 1.542 0.127
H -2.414 1.352 -1.951
H 2.662 1.980 -2.927
H 1.931 -0.944 1.619
H -0.755 -2.173 2.391
H -0.818 0.977 -1.352
H -2.423 0.267 0.826
H 2.764 1.273 0.598
```

## Properties
LUMO level ... -0.556 Eh
Charge ... +3
Frontier orbital gap ... 0.138 Ha


Number 1: F_max 0.07485 hartree/bohr. Number 2: F_max 0.04096 hartree/bohr. Number 3: F_max 0.08956 hartree/bohr.